Entry 1:
ORCA calculation (ωB97M-V with the def2-TZVPD basis set) on 2 unconnected molecules or ions with the total composition C5H15NO at a distorted geometry.

Geometry (Å):
C (-1.858, -0.940, 1.217)
C (-0.429, -1.369, 1.767)
C (0.453, -0.087, 1.957)
N (0.161, 0.752, 0.804)
C (1.419, 1.146, 0.026)
C (1.095, 0.946, -1.447)
H (-1.927, -0.443, 0.154)
H (-2.460, -0.503, 2.105)
H (-2.369, -1.911, 1.195)
H (-0.532, -1.843, 2.782)
H (0.275, -1.849, 1.004)
H (1.610, -0.402, 1.970)
H (0.254, 0.388, 2.867)
H (-0.159, 1.672, 1.310)
H (1.698, 2.184, 0.344)
H (2.236, 0.414, 0.342)
H (1.790, 1.615, -2.098)
H (1.158, -0.086, -1.595)
H (0.060, 1.199, -1.546)
O (-0.791, -0.191, -4.013)
H (-0.790, -1.114, -4.396)
H (-0.897, 0.421, -4.747)

Calculated values
* HOMO: -8.75 eV
* charge: 0
* structure (SMILES): CCCNCC.O
* energy relative to the best compared isomer or geometry (same formula, charge and spin): 2.7161 eV
* maximum force: 0.0788 Eh/bohr
* LUMO level: 0.9 eV
* multiplicity: 1
* frontier orbital gap: 9.6 eV
* molar mass: 105.2 g/mol

---

Entry 2:
ORCA calculation (ωB97M-V with the def2-TZVPD basis set) on 2 unconnected molecules or ions with the total composition C5H14N7 at a distorted geometry.

Geometry (Å):
C (-0.924, 1.580, 0.086)
C (3.732, -0.409, -0.557)
C (2.701, 0.252, -0.975)
C (0.715, -0.159, 0.358)
C (-1.562, -0.800, -0.212)
N (0.267, 1.174, 0.523)
N (-0.120, -0.905, -0.478)
N (-1.833, 0.666, -0.249)
N (-1.213, 2.887, 0.010)
N (1.215, -0.748, 1.531)
N (-1.889, -1.410, 1.026)
N (-2.369, -1.352, -1.241)
H (4.703, -0.357, -1.044)
H (3.701, -1.057, 0.309)
H (2.482, 0.907, -1.787)
H (0.938, 1.840, 0.874)
H (0.165, -1.875, -0.546)
H (-2.697, 0.932, -0.696)
H (-0.548, 3.592, 0.274)
H (-2.113, 3.189, -0.321)
H (1.977, -0.236, 1.958)
H (1.468, -1.719, 1.410)
H (-1.394, -1.013, 1.815)
H (-2.884, -1.449, 1.197)
H (-1.982, -1.190, -2.162)
H (-2.538, -2.339, -1.104)

Calculated values
* HOMO (spin up / spin down): -10.79 / -10.80 eV
* charge: +1
* energy relative to the best compared isomer or geometry (same formula, charge and spin): 2.4957 eV
* maximum force: 0.0763 Eh/bohr
* LUMO level (spin up / spin down): -2.9 / -2.9 eV
* multiplicity: 1
* frontier orbital gap (spin up / spin down): 7.9 / 7.9 eV
* molar mass: 172.2 g/mol

---

Entry 3:
ORCA calculation (ωB97M-V with the def2-TZVPD basis set) on 2 unconnected molecules or ions with the total composition C3H5IS at a distorted geometry.

Geometry (Å):
C (-1.020, -0.451, -0.460)
C (0.307, 0.048, -0.927)
C (0.270, -0.836, 0.201)
S (0.535, 0.466, 2.375)
I (1.173, 2.635, 1.786)
H (-1.769, 0.041, 0.225)
H (-1.501, -1.085, -1.167)
H (0.796, -0.244, -1.818)
H (0.500, 1.141, -0.854)
H (0.710, -1.717, 0.640)

Calculated values
* HOMO: -8.27 eV
* charge: 0
* energy relative to the best compared isomer or geometry (same formula, charge and spin): 2.3108 eV
* maximum force: 0.0592 Eh/bohr
* LUMO level: -0.8 eV
* multiplicity: 1
* frontier orbital gap: 7.4 eV
* molar mass: 200.0 g/mol

---

Among the records above, which one has the lowest energy relative to the best compared isomer or geometry (same formula, charge and spin)?
C3H5IS